# 1
Density functional theory data (ωB97M-V/def2-TZVPD) for an isolated ion of composition C15H30BNO4PS and charge +1.

Properties
Net charge: +1
Total energy (eV): -46518.5986

Each line ends with the natural charge from an NBO analysis.
Element x y z (Å)
1 C 1.240 3.302 0.246  0.03
2 H 3.874 -0.926 -2.121  0.26
3 H 0.524 -1.610 -0.489  0.20
4 H 4.638 1.288 -1.587  0.26
5 H -6.153 0.917 0.095  0.25
6 S 0.738 2.748 -1.254  0.43
7 H -1.081 0.651 -1.389  0.22
8 H -4.464 1.347 -0.181  0.22
9 H -0.815 -4.127 -0.502  0.21
10 O -5.448 -1.079 1.463  -0.51
11 C 0.327 1.266 0.801  -0.11
12 C 0.483 -3.626 -2.189  -0.40
13 H 0.068 -4.309 -2.932  0.22
14 C 3.668 1.757 -1.419  -0.93
15 H 2.588 -1.848 -1.295  0.25
16 C -0.165 -2.254 -2.431  -0.40
17 H 3.284 2.078 -2.385  0.24
18 H 0.270 -0.825 1.400  0.24
19 C 0.844 0.954 -0.602  -0.27
20 H 1.703 4.263 0.429  0.27
21 H -0.657 1.720 0.611  0.22
22 H 0.829 -3.728 -0.049  0.19
23 O 1.674 4.068 2.995  -0.89
24 H -2.440 -1.118 1.076  0.19
25 H 0.351 -1.750 -3.248  0.20
26 H -1.523 1.161 2.875  0.21
27 C 2.841 -0.911 -1.776  -0.94
28 H 1.556 -3.609 -2.389  0.20
29 O -3.683 0.098 2.168  -0.55
30 C -2.462 -0.088 1.439  -0.07
31 H 0.739 0.243 2.677  0.24
32 H -1.181 -2.439 -2.783  0.22
33 H -5.322 2.001 1.220  0.25
34 B 1.730 2.773 2.576  1.24
35 H 0.182 0.323 -2.556  0.23
36 C -4.818 -0.063 1.407  0.80
37 C -5.207 1.124 0.586  -0.74
38 C 0.225 -4.230 -0.811  -0.61
39 N 1.121 2.448 1.232  -0.58
40 H -2.458 0.609 0.594  0.15
41 H 0.528 -5.273 -0.786  0.23
42 P 2.683 0.456 -0.576  0.76
43 C -0.254 -1.331 -1.200  -0.41
44 O 2.300 1.799 3.316  -0.85
45 C -0.105 0.173 -1.516  -0.45
46 H 2.218 -0.753 -2.656  0.23
47 H -1.400 -0.572 3.196  0.24
48 C -1.341 0.186 2.417  -0.41
49 C 0.073 0.159 1.823  -0.43
50 H 2.541 4.469 3.123  0.52
51 H 3.810 2.597 -0.746  0.23
52 H -1.210 -1.514 -0.717  0.22
53 H 2.538 1.005 2.818  0.51

---

# 2
Density functional theory data (ωB97M-V/def2-TZVPD) for C4H5BrSi in the gas phase.

Properties
Energy above the lowest of the compared OMol25 structures with the same formula, charge and spin (kcal/mol): 40.60
Net charge: 0
Total energy (eV): -82147.0896
SMILES: BrC1=CC=C[SiH2]1

Each line ends with the natural charge from an NBO analysis.
Element x y z (Å)
1 C 0.382 -1.150 0.195  -0.46
2 H -0.644 2.239 -0.666  0.22
3 C -0.358 1.294 -0.473  -0.63
4 C 0.190 -0.268 1.241  -0.27
5 H -1.225 -0.992 -1.789  -0.16
6 C -0.072 1.130 0.825  -0.16
7 H 0.382 -0.700 2.245  0.23
8 H -0.226 1.837 1.707  0.22
9 Si -0.124 -0.259 -1.401  1.11
10 H 0.923 -0.123 -2.387  -0.15
11 Br 0.773 -3.007 0.503  0.05

---

# 3
Density functional theory data (ωB97M-V/def2-TZVPD) for C23H30F9FeO24S3 as an isolated structure.

Properties
Energy above the lowest of the compared OMol25 structures with the same formula, charge and spin (kcal/mol): 0.00
2S+1: 6
Net charge: 0
Total energy (eV): -164829.8953
Expectation value of S²: 8.755

Each line ends with the Mulliken spin population.
Element x y z (Å)
1 H 5.829 13.042 17.133  0.00
2 H 12.630 11.218 7.410  0.00
3 F 15.958 14.332 11.765  0.00
4 O 7.344 12.110 16.248  0.00
5 O 15.594 12.484 13.683  0.08
6 O 12.885 11.536 14.334  0.09
7 H 13.816 10.196 6.552  0.00
8 O 14.911 9.549 17.669  0.00
9 F 17.634 11.958 17.315  0.00
10 H 21.108 10.325 12.816  0.00
11 C 6.675 15.589 16.723  0.00
12 C 10.747 11.884 17.989  0.00
13 C 16.494 11.520 17.837  0.01
14 Fe 14.554 10.841 13.754  4.44
15 S 15.891 13.785 14.272  -0.01
16 H 11.449 8.400 15.762  0.00
17 F 15.149 5.567 13.413  0.00
18 C 13.666 10.968 7.285  0.00
19 O 11.897 11.358 18.337  0.00
20 C 15.760 15.035 12.913  0.01
21 C 14.794 6.635 14.124  0.01
22 H 8.516 14.578 17.419  0.00
23 H 14.260 11.842 7.091  0.00
24 C 20.995 9.556 13.552  0.00
25 H 19.717 11.861 14.307  0.00
26 H 12.644 9.499 18.331  0.00
27 H 7.110 16.434 16.213  0.00
28 C 11.618 14.381 15.686  0.00
29 H 10.601 14.692 13.723  0.00
30 O 16.491 9.855 12.978  0.05
31 H 12.664 10.289 16.751  0.00
32 O 8.713 12.191 14.381  0.00
33 O 17.873 11.060 14.305  0.01
34 O 13.855 9.009 14.121  0.12
35 F 14.201 6.205 15.218  0.00
36 H 21.828 9.582 14.251  0.00
37 O 13.697 11.046 11.875  0.08
38 H 12.055 16.342 16.477  0.00
39 F 16.782 11.103 19.050  0.00
40 H 13.946 9.302 8.717  0.00
41 C 8.108 12.701 15.272  0.00
42 H 16.260 9.845 8.988  0.00
43 H 6.466 16.015 17.759  0.00
44 O 12.532 7.154 13.203  0.01
45 S 15.953 10.082 16.859  0.01
46 H 9.651 8.296 15.852  0.00
47 O 12.114 13.058 15.728  0.02
48 O 14.428 8.160 11.906  0.00
49 C 12.482 12.667 14.534  -0.02
50 H 5.719 15.265 16.274  0.00
51 C 7.612 14.395 16.787  0.00
52 C 10.602 9.681 17.302  0.00
53 F 15.898 7.456 14.313  0.00
54 O 17.090 9.229 16.536  0.01
55 S 13.829 7.808 13.192  0.00
56 O 18.566 9.154 13.447  0.00
57 F 14.579 15.694 12.863  0.00
58 O 14.807 14.155 15.117  0.00
59 C 14.143 10.875 10.789  0.02
60 C 14.175 10.366 8.599  0.00
61 C 15.564 10.614 9.101  0.00
62 F 15.580 12.488 17.903  0.00
63 H 20.997 8.575 13.101  0.00
64 C 17.562 10.043 13.569  0.01
65 H 10.686 14.357 16.204  0.00
66 C 6.923 13.074 17.203  0.00
67 F 16.691 16.003 13.132  0.00
68 O 13.390 10.991 9.698  0.00
69 C 19.230 10.989 14.769  0.00
70 H 10.026 9.069 18.018  0.00
71 O 15.386 10.685 10.520  0.01
72 H 13.482 15.298 16.184  0.00
73 C 19.665 9.597 14.269  0.00
74 O 12.290 13.587 13.598  0.01
75 C 12.485 15.287 16.553  0.00
76 O 10.450 12.998 18.292  0.00
77 C 10.516 8.941 15.959  0.00
78 O 15.453 10.737 15.644  0.02
79 H 19.220 11.051 15.879  0.00
80 C 12.064 10.053 17.661  0.00
81 O 8.052 14.033 15.468  0.00
82 H 12.393 14.949 17.577  0.00
83 O 9.971 11.013 17.320  0.00
84 H 7.247 12.836 18.237  0.00
85 H 10.292 9.688 15.223  0.00
86 C 11.597 14.716 14.161  0.00
87 H 16.043 11.492 8.756  0.00
88 H 19.695 8.960 15.198  0.00
89 O 17.197 13.862 14.786  0.01
90 H 12.170 15.579 13.954  0.00

---

# 4
Density functional theory data (ωB97M-V/def2-TZVPD) for C7H7BBrFO as an isolated structure.

Properties
Energy above the lowest of the compared OMol25 structures with the same formula, charge and spin (kcal/mol): 45.59
Net charge: 0
Total energy (eV): -82851.2747

Each line ends with the natural charge from an NBO analysis.
Element x y z (Å)
1 C -0.935 -0.660 -0.431  -0.35
2 H -0.996 -2.815 -0.556  0.23
3 F 1.125 -3.482 0.358  -0.32
4 C 0.569 0.634 -0.281  0.43
5 H -3.059 0.102 0.112  -0.06
6 H 2.944 -1.904 0.100  0.26
7 C -0.469 -1.886 -0.299  -0.31
8 C 2.000 -1.323 0.057  -0.34
9 H 0.040 2.254 1.633  0.21
10 C 0.914 -2.197 0.081  0.43
11 O 0.252 1.850 -0.361  -0.50
12 H -1.161 3.266 0.396  0.23
13 B -2.225 0.023 -0.714  0.36
14 C -0.582 2.344 0.751  -0.26
15 H -1.308 1.558 0.895  0.19
16 Br 3.215 1.319 -0.129  0.01
17 C 1.727 0.027 -0.073  -0.18
18 H -2.050 0.890 -1.536  -0.05